Below is a cluster of 8 separate species, C27H39FN6O4P in total at a distorted geometry, with properties calculated with wB97M-V/def2-TZVPD.

Summary:
- Gap between HOMO and LUMO: 8.07 eV
- Relative energy (zero: lowest compared OMol25 entry of this formula, charge and spin): 61.5 kJ/mol
- DFT total energy: -2123.12356 Ha
- Net charge: -1

```
78
Properties=species:S:1:pos:R:3:forces:R:3:lowdin_charge:R:1
C 0.143096 -2.693912 -3.673511 -0.19 0.25 -0.11 -0.151
H 4.678235 0.714364 -3.255030 -0.01 -0.11 -0.07 0.081
H 3.981575 -3.112264 3.590250 -0.20 -0.06 0.12 0.079
C 0.237386 2.410516 0.292658 0.14 0.06 -2.11 -0.100
C -2.992627 1.262349 -0.715642 -0.12 0.12 -0.04 -0.158
C 2.236740 -2.831854 2.266824 0.29 -0.34 0.26 -0.150
H 2.092437 6.344220 -1.306150 0.04 -0.04 -0.06 0.086
H -0.402223 1.930288 1.912637 -1.07 -1.18 2.31 0.024
H -0.511436 2.755979 -0.427448 0.01 0.16 0.23 0.103
H -1.433705 -2.081784 0.187460 0.25 -0.14 0.11 0.063
O 2.743986 3.712981 1.475254 -0.01 0.18 -0.17 -0.221
C 3.414107 -2.506082 2.903323 0.21 -0.12 -0.11 -0.124
H -1.912850 -0.323201 -3.325604 -0.07 -0.03 -0.05 0.100
H -2.056958 -4.199751 -1.803331 0.19 0.14 0.27 0.099
H 1.097617 -0.616735 -1.511118 -0.09 0.30 0.25 0.083
H 3.256952 5.156409 -0.648891 0.03 -0.04 0.00 0.086
C -2.542000 0.534105 4.013015 -0.33 0.21 0.22 -0.121
C -3.548939 1.136027 -2.891759 0.07 0.20 -0.15 -0.117
C -3.868666 1.752967 -1.655198 -0.04 0.03 0.42 -0.114
H -1.643937 -5.423657 -4.117616 0.04 -0.04 0.00 0.082
H -5.252976 -3.234765 1.455686 -0.10 -0.13 -0.31 0.083
C -2.198040 -0.475787 3.162939 0.14 -0.17 -0.02 -0.142
C 1.491253 1.180066 -2.577962 -0.09 -0.28 0.10 -0.159
H 0.166322 -3.904967 -5.488078 0.01 -0.01 0.00 0.081
C -4.215851 -3.289946 1.168117 0.16 0.13 0.31 -0.117
H -1.056113 -4.287926 1.318952 -0.05 -0.12 0.03 0.102
C 3.065180 -0.375932 -2.246453 -0.34 0.29 0.13 -0.143
H -1.455971 -0.181405 -0.865494 0.19 0.25 -0.13 0.072
F -0.102169 -1.060133 -0.206134 -0.21 -0.13 -0.21 -0.474
C -1.027547 1.332528 2.554103 -0.43 -0.33 0.32 -0.149
C -1.139184 -4.537182 -3.771131 0.05 0.15 -0.29 -0.122
C -0.206924 -3.736969 -4.491177 0.09 -0.15 0.07 -0.121
H 2.719547 6.553773 0.334841 0.07 -0.03 0.02 0.089
H 1.624946 -3.715227 2.340200 -0.04 0.03 0.06 0.098
H -0.078855 1.416425 0.604123 0.57 0.14 -0.56 0.056
H 4.725261 -0.700622 2.650910 0.02 -0.07 0.06 0.081
C 2.915148 -0.865796 1.459081 -1.01 -0.39 -0.19 -0.146
N -0.550375 -2.820345 -2.501518 -0.26 0.12 0.05 0.024
H -3.530222 -5.190574 2.109063 0.13 -0.03 0.01 0.081
C 3.132612 2.919708 2.592179 -0.02 -0.36 0.52 -0.082
C -1.816441 1.689179 3.619817 0.22 0.02 0.09 -0.094
H 3.452534 -1.305832 -1.867262 0.10 0.02 0.00 0.107
C -3.282993 -4.287437 1.575479 -0.26 0.07 0.20 -0.122
C -1.342953 -3.929583 -2.563103 -0.24 -0.19 -0.04 -0.143
H 2.274616 2.613079 3.196547 -0.04 0.03 -0.11 0.094
H -2.551017 -1.492539 3.114983 0.08 -0.05 -0.08 0.097
O 1.299454 5.060280 0.046200 0.16 0.02 -0.27 -0.207
C -2.476228 0.314712 -2.663967 0.14 -0.19 0.01 -0.145
P 1.325223 4.439149 1.495865 0.57 0.08 -0.09 0.331
H 0.746728 -1.821011 -3.863880 0.17 -0.11 0.07 0.097
C 2.643127 1.631307 -3.181250 -0.23 0.06 0.24 -0.114
N 1.941444 -1.839048 1.401971 0.31 0.85 -0.40 0.019
H -1.827489 2.664966 4.077526 -0.08 0.03 -0.02 0.089
H 1.136823 -1.723921 0.783672 -0.08 -0.19 0.15 0.083
C 3.642933 0.642318 -2.964087 0.04 0.13 0.06 -0.120
N 1.763098 -0.021429 -1.995446 0.52 -0.53 -0.40 0.016
N -2.178316 -2.659544 0.567397 -0.49 0.14 -0.11 0.008
H -3.269903 0.455322 4.803911 0.02 0.03 0.06 0.081
H 3.617669 2.017575 2.224119 0.02 0.08 -0.08 0.075
N -2.146988 0.399123 -1.341551 0.00 -0.20 0.07 0.017
H -2.894874 1.460876 0.339781 -0.05 0.01 0.04 0.107
C -3.497827 -2.299417 0.547300 0.21 -0.10 -0.12 -0.141
C 2.427571 5.819075 -0.416338 -0.31 0.16 0.08 -0.081
N -1.265585 0.012280 2.290728 -0.40 -0.37 0.08 0.039
C -2.036527 -3.857016 1.203408 0.17 0.00 -0.17 -0.153
H -4.015508 1.301923 -3.848602 -0.05 -0.01 0.01 0.082
H -0.559251 -2.138478 -1.749217 0.23 -0.20 0.00 0.081
H 2.766112 -0.000485 0.833817 0.35 0.12 0.06 0.095
C 3.839254 -1.255509 2.385943 0.25 0.21 0.03 -0.131
H -3.785418 -1.373372 0.076318 -0.13 0.01 0.11 0.101
O 0.275263 3.280579 1.422764 0.25 0.96 -0.75 -0.227
H 0.481040 1.550971 -2.508978 0.09 0.29 -0.13 0.102
H 2.754819 2.591077 -3.658276 0.04 -0.06 -0.14 0.082
O 1.087659 5.351302 2.603036 0.02 0.15 0.36 -0.213
H -4.642769 2.469224 -1.430527 -0.05 -0.01 -0.18 0.084
H -0.875076 -0.536342 1.539056 0.24 0.19 -0.11 0.084
H 3.815113 3.468139 3.241043 0.02 0.12 -0.13 0.089
H 1.179833 2.362642 -0.250532 0.19 0.01 0.32 0.082
```
Positions in Å, forces in eV/Å.

Below is a cluster of 8 separate species, C20H47BrClFIN3O11PS in total at a distorted geometry, with properties calculated with wB97M-V/def2-TZVPD.

Summary:
- Gap between HOMO and LUMO: 7.28 eV
- Relative energy (zero: lowest compared OMol25 entry of this formula, charge and spin): 159.4 kJ/mol
- DFT total energy: -5952.84186 Ha
- Net charge: +1

```
87
Properties=species:S:1:pos:R:3:forces:R:3:lowdin_charge:R:1
H -3.963151 -1.809722 -0.231807 0.35 0.07 -0.25 0.062
H 3.713607 -3.851365 2.949906 -0.04 -0.20 -0.01 0.083
I 0.706826 3.053518 0.395857 -0.51 0.17 -0.11 1.143
Br -0.154488 0.111749 4.201497 -0.50 -0.02 -0.31 0.803
H -2.311740 -0.004200 2.316455 0.45 0.78 -0.55 0.117
O 9.661600 -4.427271 -0.865362 -0.11 0.00 0.08 -0.132
H -7.207942 0.316893 -1.881960 0.77 0.92 -0.02 0.133
H 1.954828 -0.320492 -6.576485 0.08 -0.16 -0.08 0.079
H -7.899854 1.164799 4.677338 0.08 0.02 0.06 0.086
H 4.446608 2.947913 4.363748 0.11 0.02 0.17 0.070
H 3.615542 1.038251 1.258121 0.58 -0.12 1.76 0.080
H -4.577920 2.537886 1.901174 0.31 0.70 -0.02 0.038
C 7.208186 -6.061291 0.957135 0.21 0.19 0.04 -0.149
H -7.158913 2.657826 4.057090 -0.16 -0.09 -0.16 0.079
N -7.173154 2.678072 0.301228 1.87 0.17 -1.19 0.044
F -2.416412 2.090500 3.085413 0.08 0.00 0.19 0.030
C -2.118861 0.579639 1.377321 0.17 -2.96 0.65 -0.307
C 0.375581 0.041116 -2.750376 -1.41 0.80 0.92 -0.198
C 3.558771 -3.820182 1.869205 0.27 0.01 0.02 -0.137
H 7.495054 -5.926257 -0.086443 0.03 -0.25 0.00 0.050
H 7.978815 -6.627467 1.484578 -0.04 -0.16 -0.14 0.084
H -6.460802 1.064399 3.637115 -0.21 0.04 -0.08 0.008
H -1.707360 -0.329191 -3.521814 0.60 0.48 -0.12 0.075
S -4.944758 4.220352 0.180428 -0.22 -1.08 -0.24 0.965
H 8.772244 -3.369525 -2.407067 -0.13 -0.06 -0.13 0.079
H 9.368784 -5.000163 -2.832943 -0.16 0.02 -0.11 0.081
O 2.442627 0.663880 -4.820488 0.05 0.08 -0.07 -0.148
H 2.107210 2.097284 3.222248 -0.32 0.21 -1.56 0.104
C 8.885150 -4.399280 -2.059155 0.35 0.13 0.00 -0.154
H -5.314575 2.126528 5.333695 -0.08 -0.02 0.14 0.061
H -8.244843 1.385249 -5.726026 -0.11 -0.07 -0.11 0.080
O 4.948884 3.005905 2.354747 0.07 -0.11 -0.04 -0.142
C -4.005863 3.434204 1.583541 0.28 -0.85 -1.10 -0.414
C -6.034093 2.873119 -0.348587 -1.00 0.58 1.53 -0.658
H 4.261426 -4.492060 1.373621 -0.05 -0.11 0.13 0.066
C -0.390482 2.169042 2.013398 1.80 -0.36 1.76 -0.562
H 6.266585 -6.606403 1.003966 -0.01 0.10 0.07 0.078
H -0.746729 0.846902 -4.531200 -0.02 -0.42 0.66 0.071
C -0.926679 -0.151284 0.681881 -0.66 -1.40 -0.76 -0.370
O -5.849578 1.981471 -1.369382 -0.38 0.01 0.47 -0.015
H -0.277103 2.850599 2.892186 -0.33 -0.37 -0.89 0.123
H -1.226820 -1.235805 0.654164 0.15 0.82 0.43 0.175
O -0.834835 0.225207 -0.675336 0.46 0.10 1.58 -0.175
O 3.748149 -2.489670 1.392268 -0.03 0.13 0.04 -0.154
C 1.907320 1.222295 2.561153 -0.21 -0.75 -0.47 -0.269
N -7.757398 1.599884 -0.294372 0.74 -0.90 -1.11 0.044
C -6.959298 1.194479 -1.261506 -1.45 0.37 1.30 -0.170
C -8.038470 0.363967 -5.399105 0.19 0.10 -0.06 -0.137
H 0.853675 1.003088 -2.431407 0.16 -0.99 -0.44 0.093
O -3.448995 -1.082235 -0.634750 -0.20 0.71 1.93 -0.306
C 2.740886 -0.309923 -5.817462 -0.02 0.31 -0.09 -0.145
H 5.404363 4.366708 3.846993 0.06 -0.04 0.18 0.080
C 5.257655 3.292232 3.715607 -0.24 0.14 -0.15 -0.144
H -0.629379 -1.589869 -1.731054 0.27 0.54 0.68 0.136
H 2.540263 -4.130908 1.642128 0.01 0.14 -0.03 0.077
C 0.373695 0.817491 2.428493 2.36 0.43 -0.39 -0.827
H 7.880432 -4.331917 1.520043 -0.09 -0.05 -0.05 0.071
H -3.916405 4.180571 2.397599 -0.19 -0.58 -0.50 0.091
H -1.987887 4.028572 1.192555 -0.02 -1.09 -0.09 0.107
H 4.137748 3.473901 2.140860 0.03 0.07 -0.08 0.055
H -1.415243 1.347486 -2.956656 0.38 -0.75 -0.36 0.067
O 7.034744 -4.791763 1.575307 -0.13 0.16 0.06 -0.136
H 1.048691 -0.557853 -3.389217 -0.41 0.36 0.56 0.094
C 2.922451 0.505995 1.940400 -0.81 0.18 0.97 0.058
H -2.545984 2.923180 -0.076663 0.08 -0.60 0.90 0.105
O -6.139937 1.698693 5.581782 0.02 -0.09 0.01 -0.121
H 6.174268 2.769962 3.980388 -0.05 -0.01 -0.10 0.083
C -2.551353 3.075003 1.022933 -0.88 2.46 0.17 -0.221
H 0.900135 -1.032975 -0.891065 -0.75 0.39 0.05 0.137
P -3.649002 0.308164 0.277643 -1.13 0.55 -1.79 0.729
H 10.524195 -4.056277 -1.078757 -0.06 -0.07 0.13 0.078
H 7.902520 -4.814376 -1.845246 0.06 0.03 0.05 0.063
H -8.976758 -0.135250 -5.167744 0.08 0.01 0.08 0.083
O -7.231744 0.383325 -4.222689 0.09 0.00 0.13 -0.150
H -7.525754 -0.182721 -6.193367 -0.15 0.01 -0.08 0.079
H 3.104947 -0.588971 2.155015 -1.27 0.87 -1.68 0.080
Cl -5.181048 -0.231196 1.629151 1.18 -0.07 -0.40 0.321
C -6.959273 1.645554 4.418158 0.31 0.20 0.05 -0.158
C -0.022221 -0.701382 -1.416236 0.62 -0.16 -2.37 -0.177
H 2.793881 -1.288016 -5.342261 -0.01 0.08 0.06 0.078
H -6.408010 0.828524 -4.449428 -0.07 -0.06 0.04 0.077
C -0.944809 0.485473 -3.497719 0.12 0.13 0.25 -0.097
H 3.702231 -0.084413 -6.284136 -0.01 -0.18 -0.09 0.079
H 4.655201 -2.238760 1.603436 -0.03 -0.13 -0.14 0.080
N -1.861541 1.985401 1.806449 -0.11 -0.19 -0.60 -0.203
O 0.320867 -0.110927 1.371498 -1.22 0.78 0.74 -0.094
H 2.400861 1.519081 -5.261631 0.03 -0.07 0.10 0.082
```
Positions in Å, forces in eV/Å.

Below is an isolated molecule of C3H5ClN2O at a distorted geometry, with properties calculated with wB97M-V/def2-TZVPD.

Summary:
- Gap between HOMO and LUMO: 9.87 eV
- Relative energy (zero: lowest compared OMol25 entry of this formula, charge and spin): 45.4 kJ/mol
- DFT total energy: -762.25987 Ha
- Net charge: 0

```
12
Properties=species:S:1:pos:R:3:forces:R:3:lowdin_charge:R:1
H -0.439343 2.097554 0.556284 -0.39 1.11 0.68 0.097
H -1.219814 -0.902198 1.016362 -0.05 1.08 0.01 0.082
C -0.538213 1.070249 0.347715 -0.86 -1.17 0.33 -0.243
C -1.150224 0.195270 1.153336 -0.06 0.35 0.50 -0.523
N 1.107674 -1.173600 -0.085173 0.45 0.26 0.94 0.147
N 0.014117 0.748467 -0.872840 1.68 -2.11 -0.68 0.055
Cl -1.891409 0.815020 2.633857 0.38 -0.45 -0.49 0.555
C 0.705617 -0.457719 -1.170277 -1.02 1.51 -1.06 -0.580
H -0.347588 1.131640 -1.719657 -0.18 0.54 -0.29 0.136
O 0.852740 -0.760948 -2.353669 0.09 -0.21 1.56 0.037
H 1.338792 -0.745707 0.842166 -0.51 -0.56 -1.63 0.135
H 1.567652 -2.018028 -0.348104 0.47 -0.34 0.12 0.100
```
Positions in Å, forces in eV/Å.

Below is an isolated molecule of C24H33N3O5S2 at a distorted geometry, with properties calculated with wB97M-V/def2-TZVPD.

Summary:
- Gap between HOMO and LUMO: 9.21 eV
- DFT total energy: -2271.15217 Ha
- Net charge: 0

```
67
Properties=species:S:1:pos:R:3:forces:R:3:lowdin_charge:R:1
C 0.294823 2.660168 -1.201198 -0.06 0.26 0.19 -0.125
C -6.396977 -0.231972 0.080411 0.18 0.07 -0.17 -0.198
O 2.057367 -2.279095 -2.672617 -0.24 0.29 -0.03 -0.274
C 0.707472 -1.132127 -0.751476 0.35 -0.34 -0.33 -0.250
C -4.411367 -1.794560 -0.381925 -0.14 0.03 0.11 -0.129
H -3.565806 -2.421942 2.908750 0.07 0.01 0.04 0.116
H -3.398746 -1.779035 -0.792416 -0.05 -0.05 -0.06 0.103
S 2.246104 -1.867125 -1.313327 0.22 0.10 -0.09 0.684
H -7.054916 -1.325500 -1.673692 -0.03 -0.09 -0.11 0.067
H -0.091640 -1.075371 -2.717659 -0.04 0.05 -0.14 0.121
S -2.902155 1.270339 0.557183 -0.13 0.01 0.14 0.662
C -0.252297 -0.799445 -1.688485 -0.14 -0.23 0.01 -0.043
C 2.929926 2.503899 -0.590136 -0.17 0.02 -0.08 -0.024
H 2.483404 0.119648 -2.979304 0.10 0.28 -0.10 0.119
N 3.324667 -0.616069 -1.273200 -0.66 -0.85 -0.12 -0.229
C 0.559102 -0.815278 0.585202 -0.08 0.04 0.11 -0.027
C -0.559746 -0.104765 0.988215 0.19 0.00 0.14 -0.043
H -6.581263 0.746419 0.526739 -0.01 -0.02 0.08 0.121
H 4.755434 -1.625904 -0.227150 0.22 0.12 0.07 0.122
C 2.157212 3.471798 0.031843 -0.01 -0.05 -0.05 -0.049
H -2.507066 -1.842231 1.615120 0.01 -0.04 0.06 0.099
H -6.892368 0.414353 -1.917984 0.00 0.08 -0.12 0.078
H 3.073745 0.499954 1.002518 0.13 -0.12 0.02 0.127
H 5.567607 0.763261 3.513245 0.07 -0.07 -0.06 0.120
H -8.258216 -0.227698 -1.005180 -0.10 -0.01 -0.06 0.072
H -5.415128 -2.710746 1.299574 -0.06 -0.09 0.04 0.107
H -6.728709 -0.992668 0.787739 -0.04 0.02 0.11 0.103
C -1.382190 -0.109044 -1.281467 -0.03 -0.09 -0.01 -0.067
H 5.996051 -1.808520 1.940177 0.05 -0.06 0.00 0.113
H 3.288696 -0.858373 2.963901 -0.05 -0.01 0.01 0.121
C -3.542447 -1.882800 1.960633 -0.30 0.02 -0.01 -0.163
C -4.076314 -0.465630 2.169306 0.34 -0.32 0.61 -0.180
C -4.883444 -0.350379 -0.159733 -0.34 -0.14 -0.63 -0.337
H 0.165711 4.282192 0.193642 -0.07 0.08 0.04 0.107
C 5.389434 -1.219358 2.627755 -0.02 0.25 -0.08 -0.146
C 0.807092 3.551172 -0.271228 0.08 -0.05 -0.02 -0.042
N -4.159491 0.272585 0.932166 0.83 0.85 -0.22 -0.203
H 4.033137 0.876531 -2.528675 -0.06 -0.13 0.00 0.136
N 1.024555 1.724332 -1.785059 0.10 -0.07 -0.41 0.121
H -5.061448 -2.275846 -1.112820 0.03 0.00 -0.10 0.112
O 5.009525 0.852116 1.539919 0.02 0.05 -0.14 -0.114
H -5.077545 -0.509330 2.610691 0.05 0.05 0.01 0.130
H 6.848105 0.401520 2.331171 -0.07 -0.01 0.06 0.120
C -7.197731 -0.352284 -1.210254 0.08 -0.06 0.22 -0.092
C 4.013960 -0.057029 1.087820 -0.24 -0.15 -0.24 -0.318
H 5.203846 0.021834 -0.710030 -0.11 -0.04 -0.05 0.139
O -3.291983 2.052023 -0.579430 0.00 -0.23 -0.26 -0.281
C -1.508278 0.250122 0.046871 -0.45 0.39 0.05 -0.271
C 4.395171 -0.599084 -0.313725 0.23 -0.12 0.66 -0.120
C -4.398818 -2.596704 0.918240 0.24 0.02 -0.07 -0.182
H 2.606176 4.153004 0.739850 0.03 0.05 0.05 0.110
H 1.318413 -1.120327 1.286289 0.07 0.02 0.19 0.105
H -4.641234 0.254704 -1.038396 -0.18 -0.16 -0.03 0.130
H -4.001943 -3.595390 0.726730 -0.09 -0.02 0.02 0.114
H 3.588104 -2.100580 1.720816 -0.05 0.00 0.07 0.099
H -2.136596 0.202088 -1.986185 -0.03 0.02 -0.16 0.124
H 5.489864 -1.630748 3.629099 0.05 -0.06 0.01 0.113
C 2.313584 1.631425 -1.482497 0.21 0.24 0.04 -0.258
C 3.942087 -1.163453 2.144138 0.05 0.16 -0.03 -0.137
C 3.075104 0.506813 -2.147806 -0.17 0.26 -0.26 -0.120
H 3.983807 2.419778 -0.376111 0.15 -0.02 0.05 0.112
O -2.514809 1.946714 1.760666 0.13 -0.28 0.11 -0.280
C 5.790402 0.254530 2.566051 0.22 -0.04 0.38 -0.188
H -0.748522 2.690964 -1.486013 -0.13 0.07 0.03 0.105
H -3.433557 0.115045 2.831247 -0.18 -0.12 0.17 0.113
H -0.696667 0.209081 2.011127 0.07 -0.01 0.14 0.121
O 2.692646 -2.839667 -0.357060 -0.04 0.23 0.22 -0.276
```
Positions in Å, forces in eV/Å.